[1]
13
Properties=species:S:1:pos:R:3 method="wB97M-V/def2-TZVPD" smiles=OCC1CC1 max_force_ev_per_a=0.4 lumo_energy_ev=1.10 molar_mass_g_mol=72.1 relative_energy_kj_mol=116.1
O 2.41 -0.19 -0.24
C 1.23 0.24 0.44
C -0.01 0.00 -0.41
C -1.29 0.76 -0.21
C -1.24 -0.70 0.11
H 2.33 -1.13 -0.41
H 1.38 1.31 0.63
H 1.15 -0.26 1.42
H 0.26 -0.20 -1.44
H -1.35 1.46 0.62
H -1.83 1.08 -1.10
H -1.26 -0.98 1.16
H -1.76 -1.39 -0.55

[2]
15
Properties=species:S:1:pos:R:3 method="wB97M-V/def2-TZVPD" max_force_ev_per_a=5.2 lumo_energy_ev=-0.76 molar_mass_g_mol=242.1 relative_energy_kj_mol=439.5
C -3.89 -0.71 0.63
C 0.99 0.90 -0.36
C 0.75 2.24 -0.27
C 0.60 -1.46 0.34
N -0.60 0.36 1.24
N 0.31 -0.03 0.47
S -3.85 -1.94 -0.38
I -2.74 1.06 0.24
H 1.80 0.36 -1.05
H 1.39 2.90 -0.67
H 0.00 2.53 0.41
H -4.21 -0.66 1.61
H -0.30 -2.15 0.46
H 1.19 -1.50 -0.67
H 1.37 -1.54 1.17

[3]
16
Properties=species:S:1:pos:R:3 method="wB97M-V/def2-TZVPD" max_force_ev_per_a=3.2 lumo_energy_ev=0.75 molar_mass_g_mol=90.1 relative_energy_kj_mol=334.3
C 0.97 1.55 0.51
C 0.46 0.59 -0.52
N -1.05 0.87 -0.85
O 1.12 0.03 -1.38
H -1.26 0.60 -1.80
H -1.43 1.78 -0.62
H 1.34 2.45 0.00
H 0.21 1.83 1.24
H 1.80 1.09 1.04
C -0.34 -1.17 0.76
N -0.04 -2.36 -0.02
H -0.77 -2.53 -0.70
H 0.81 -2.20 -0.56
H -1.24 -1.35 1.37
H 0.46 -0.99 1.49
H -1.04 -0.20 0.02

[4]
55
Properties=species:S:1:pos:R:3 method="wB97M-V/def2-TZVPD" charge=-1 max_force_ev_per_a=3.9 lumo_energy_ev=1.83 molar_mass_g_mol=439.1 relative_energy_kj_mol=283.8
O -22.84 17.67 -25.39
C -22.54 16.78 -26.15
O -21.32 16.37 -26.49
B -21.46 15.22 -27.46
O -22.93 15.08 -27.62
C -23.58 15.96 -26.94
O -24.82 16.11 -26.93
O -20.72 14.05 -26.93
C -19.77 13.73 -27.71
O -19.06 12.76 -27.56
C -19.79 14.72 -28.91
O -20.78 15.56 -28.72
O -18.95 14.76 -29.83
O -22.45 8.28 -29.36
H -22.61 8.01 -30.26
H -21.79 8.97 -29.42
O -20.20 13.03 -21.52
H -21.12 12.81 -21.36
H -20.06 12.82 -22.44
O -27.18 13.35 -30.99
H -27.49 14.02 -31.61
H -26.38 13.72 -30.62
O -13.28 9.10 -28.29
H -13.40 9.07 -27.34
H -13.86 9.81 -28.58
O -25.17 17.21 -20.26
H -24.97 17.77 -21.01
H -25.84 16.61 -20.58
O -14.26 7.88 -24.00
H -15.01 8.44 -23.82
H -14.22 7.28 -23.25
O -17.55 16.97 -21.79
H -18.19 16.33 -21.51
H -17.43 16.80 -22.73
O -17.74 6.75 -29.49
H -17.24 7.57 -29.53
H -18.62 6.99 -29.77
O -26.60 22.87 -22.32
H -26.28 22.73 -23.21
H -27.32 23.49 -22.43
O -31.36 16.07 -25.42
H -30.69 16.66 -25.08
H -30.89 15.45 -25.98
O -16.63 17.19 -26.12
H -17.55 17.43 -26.02
H -16.34 17.68 -26.90
O -28.99 20.44 -28.16
H -29.73 20.48 -28.76
H -28.60 19.58 -28.31
O -25.79 10.36 -26.91
H -26.33 10.92 -27.47
H -25.15 9.97 -27.51
O -18.71 13.82 -35.49
H -18.39 14.62 -35.92
H -18.62 14.00 -34.56

[5]
96
Properties=species:S:1:pos:R:3 method="wB97M-V/def2-TZVPD" charge=-2 max_force_ev_per_a=12.0 lumo_energy_ev=3.46 molar_mass_g_mol=639.7 relative_energy_kj_mol=664.6
N -0.11 0.27 -0.08
H 0.50 0.25 -0.89
H -0.22 1.21 -0.11
H 0.25 -0.01 0.65
H -0.95 -0.12 -0.23
P -1.36 1.06 -2.85
O -2.33 1.06 -1.71
O -1.97 1.45 -4.23
O -0.73 -0.23 -2.87
O -0.27 1.99 -2.39
O 1.01 -2.52 0.27
C 0.93 -3.51 -0.41
O 1.45 -4.64 -0.26
C 2.30 -4.99 0.76
C 2.98 -6.32 0.31
C -0.08 -3.47 -1.63
H 1.65 -4.73 1.79
H 2.98 -4.09 0.69
H 4.00 -6.53 0.87
H 3.28 -6.19 -0.65
H 2.30 -7.26 0.38
H -0.84 -4.05 -1.54
H 0.51 -4.00 -2.46
H -0.70 -2.58 -1.72
O -4.05 1.19 3.27
C -3.08 1.26 2.51
O -1.96 0.54 2.60
C -1.78 -0.38 3.63
C -0.49 -1.19 3.43
C -3.07 2.32 1.32
H -2.56 -1.09 3.63
H -1.94 0.07 4.51
H -0.33 -1.64 2.42
H -0.19 -2.14 3.97
H 0.25 -0.36 3.59
H -2.61 1.85 0.37
H -2.42 3.26 1.45
H -4.05 2.52 1.08
O 4.65 -0.92 -3.71
C 3.62 -1.62 -3.41
O 3.60 -2.93 -3.56
C 4.68 -3.71 -4.01
C 4.37 -5.15 -3.84
C 2.42 -1.01 -2.80
H 5.55 -3.49 -3.47
H 4.90 -3.80 -5.10
H 4.07 -5.04 -2.83
H 4.96 -5.80 -4.17
H 3.49 -5.35 -4.34
H 1.53 -1.72 -3.12
H 2.38 0.06 -3.13
H 2.60 -1.22 -1.84
O -1.98 5.73 -0.52
C -2.17 4.54 -0.21
O -2.64 4.20 1.01
C -2.84 5.08 2.00
C -3.04 4.31 3.36
C -1.85 3.32 -1.05
H -3.75 5.61 1.94
H -1.88 5.75 2.11
H -3.46 4.93 4.28
H -2.35 3.66 3.39
H -4.02 3.72 3.18
H -2.71 2.58 -1.24
H -1.13 2.61 -0.39
H -1.44 3.55 -1.97
C -3.48 -2.45 0.32
C -4.92 -1.92 0.72
O -5.91 -2.89 1.07
C -5.28 -0.38 0.43
H -2.88 -1.82 1.08
H -2.95 -2.19 -0.55
H -3.17 -3.47 0.29
H -5.60 0.07 1.32
H -5.99 -0.19 -0.36
H -4.39 0.00 -0.09
C 3.99 1.85 -2.76
C 3.65 2.22 -1.29
O 4.33 3.24 -0.68
C 2.77 1.23 -0.63
H 3.39 1.43 -3.75
H 4.69 0.95 -2.54
H 4.52 2.63 -3.31
H 1.87 1.63 -0.94
H 2.73 1.22 0.40
H 3.16 0.39 -0.93
C 0.29 2.73 3.83
C 0.97 2.80 2.48
O 1.80 1.88 2.06
C 0.62 4.07 1.55
H -0.02 3.64 4.45
H 0.87 1.88 4.34
H -0.65 2.30 3.56
H 1.19 3.99 0.59
H 0.92 5.04 1.92
H -0.36 3.97 1.36

[6]
25
Properties=species:S:1:pos:R:3 method="wB97M-V/def2-TZVPD" max_force_ev_per_a=6.7 lumo_energy_ev=0.85 molar_mass_g_mol=128.2 relative_energy_kj_mol=444.4
C 0.54 0.00 0.59
C 0.81 1.90 1.40
C -0.46 -1.27 -1.43
C -0.07 -0.82 1.71
C 1.95 -0.39 0.21
C -1.90 -1.64 -1.64
C -0.32 0.49 -0.38
C -1.15 1.40 -0.81
O 1.70 2.65 0.63
H 1.26 2.89 -0.20
H -0.13 2.42 1.63
H 1.31 1.62 2.33
H 0.11 -2.10 -1.00
H 0.06 -0.94 -2.33
H 2.27 0.09 -0.71
H -0.13 -1.87 1.42
H -1.07 -0.47 1.96
H 0.56 -0.75 2.59
H 2.63 -0.06 1.00
H 2.04 -1.47 0.10
H -1.79 1.21 -1.67
H -1.31 2.34 -0.30
H -2.39 -1.87 -0.68
H -2.02 -2.53 -2.28
H -2.47 -0.84 -2.12

[7]
15
Properties=species:S:1:pos:R:3 method="wB97M-V/def2-TZVPD" max_force_ev_per_a=1.6 lumo_energy_ev=0.83 molar_mass_g_mol=96.1 relative_energy_kj_mol=321.7
C -0.93 0.96 -0.72
C -0.58 -0.68 -0.27
C 0.76 -0.78 -0.99
N 1.15 0.27 -0.01
C 0.29 -0.41 0.97
C -0.36 0.32 2.06
N -0.93 0.86 2.92
H -0.16 1.53 -1.29
H -1.82 0.95 -1.32
H -1.06 1.61 0.16
H -1.23 -1.60 -0.23
H 0.71 -0.55 -2.06
H 1.36 -1.69 -0.82
H 2.09 0.52 0.18
H 0.82 -1.27 1.39

Please write out number 4 again, unchanged.
55
Properties=species:S:1:pos:R:3 method="wB97M-V/def2-TZVPD" charge=-1 max_force_ev_per_a=3.9 lumo_energy_ev=1.83 molar_mass_g_mol=439.1 relative_energy_kj_mol=283.8
O -22.84 17.67 -25.39
C -22.54 16.78 -26.15
O -21.32 16.37 -26.49
B -21.46 15.22 -27.46
O -22.93 15.08 -27.62
C -23.58 15.96 -26.94
O -24.82 16.11 -26.93
O -20.72 14.05 -26.93
C -19.77 13.73 -27.71
O -19.06 12.76 -27.56
C -19.79 14.72 -28.91
O -20.78 15.56 -28.72
O -18.95 14.76 -29.83
O -22.45 8.28 -29.36
H -22.61 8.01 -30.26
H -21.79 8.97 -29.42
O -20.20 13.03 -21.52
H -21.12 12.81 -21.36
H -20.06 12.82 -22.44
O -27.18 13.35 -30.99
H -27.49 14.02 -31.61
H -26.38 13.72 -30.62
O -13.28 9.10 -28.29
H -13.40 9.07 -27.34
H -13.86 9.81 -28.58
O -25.17 17.21 -20.26
H -24.97 17.77 -21.01
H -25.84 16.61 -20.58
O -14.26 7.88 -24.00
H -15.01 8.44 -23.82
H -14.22 7.28 -23.25
O -17.55 16.97 -21.79
H -18.19 16.33 -21.51
H -17.43 16.80 -22.73
O -17.74 6.75 -29.49
H -17.24 7.57 -29.53
H -18.62 6.99 -29.77
O -26.60 22.87 -22.32
H -26.28 22.73 -23.21
H -27.32 23.49 -22.43
O -31.36 16.07 -25.42
H -30.69 16.66 -25.08
H -30.89 15.45 -25.98
O -16.63 17.19 -26.12
H -17.55 17.43 -26.02
H -16.34 17.68 -26.90
O -28.99 20.44 -28.16
H -29.73 20.48 -28.76
H -28.60 19.58 -28.31
O -25.79 10.36 -26.91
H -26.33 10.92 -27.47
H -25.15 9.97 -27.51
O -18.71 13.82 -35.49
H -18.39 14.62 -35.92
H -18.62 14.00 -34.56